[1]
Here is 2 unconnected molecules or ions with the total composition C3H8NO2 in a non-equilibrium geometry from the Open Molecules 2025 dataset. Energies are from ωB97M-V with the def2-TZVPD basis set.

Structure (ORCA input):
```
! wB97M-V def2-TZVPD RIJCOSX def2/J DEFGRID3
* xyz 1 1
O -0.0099 0.8098 -0.1378
C -0.6025 -0.1680 -0.7568
C -0.6932 -1.5190 -0.4772
C -0.4344 -2.1622 0.8779
O 0.7005 -3.0334 0.9270
N 0.6287 3.6827 -0.3002
H -1.1184 0.0673 -1.7378
H -0.9395 -2.2662 -1.3509
H -0.3622 -1.4191 1.6477
H -1.2560 -2.8502 1.1782
H 1.5687 -2.6070 1.1147
H 0.8209 4.0968 0.6438
H 0.3985 4.4051 -1.0045
H 1.2988 2.9634 -0.6241
*
```

The calculation puts the HOMO energy at -13.055 eV. The value obtained for the molar mass is 90.102 g/mol. The LUMO energy comes out at -0.346 Ha. The value obtained for the energy above the lowest of the compared OMol25 structures with the same formula, charge and spin is 158.56 kcal/mol. The HOMO-LUMO gap is 0.13368 Ha.

***

[2]
Here is 2 unconnected molecules or ions with the total composition C3H8NO2 in a non-equilibrium geometry from the Open Molecules 2025 dataset. Energies are from ωB97M-V with the def2-TZVPD basis set.

Structure (ORCA input):
```
! wB97M-V def2-TZVPD RIJCOSX def2/J DEFGRID3
* xyz 1 1
C 1.2050 -1.9475 0.7763
C -0.7552 1.4400 -0.4044
C -0.2640 2.5696 0.0600
N 0.1952 -1.5927 0.0262
O -0.1376 0.6900 -1.3558
O -0.8957 3.2690 1.0531
H 2.2282 -1.7086 0.5815
H 1.0232 -2.5651 1.6237
H -1.4525 0.7422 0.2123
H 0.5899 3.1141 -0.1928
H 0.0667 -0.6609 -0.6123
H -0.6722 -1.8495 0.4482
H 0.5835 1.1983 -1.7259
H -1.5001 2.7578 1.6774
*
```

The calculation puts the HOMO energy at -12.548 eV. The value obtained for the molar mass is 90.102 g/mol. The LUMO energy comes out at -0.204 Ha. The value obtained for the energy above the lowest of the compared OMol25 structures with the same formula, charge and spin is 84.79 kcal/mol. The HOMO-LUMO gap is 0.25690 Ha.

***

[3]
Here is 2 unconnected molecules or ions with the total composition C3H8NO2 in a non-equilibrium geometry from the Open Molecules 2025 dataset. Energies are from ωB97M-V with the def2-TZVPD basis set.

Structure (ORCA input):
```
! wB97M-V def2-TZVPD RIJCOSX def2/J DEFGRID3
* xyz 2 2
C -0.1736 2.4224 -0.2935
N 1.1310 2.4903 -0.1722
H -0.7524 1.6591 0.2585
H -0.6463 3.1588 -1.0023
H 1.6472 3.2484 -0.5971
H 1.5788 1.8156 0.4228
O -0.6244 -0.4091 -0.8791
C -0.3149 -1.2148 -0.0429
O -1.2679 -1.9430 0.6684
C 1.0501 -1.5503 0.5828
H -2.1169 -1.6669 0.3155
H 0.8746 -2.1618 1.4177
H 1.5633 -0.5911 0.8036
H 1.7041 -2.0204 -0.2058
*
```

The calculation puts the HOMO energy (alpha / beta) at -23.186 / -23.036 eV. The value obtained for the molar mass is 90.102 g/mol. The LUMO energy (alpha / beta) comes out at -0.356 / -0.540 Ha. The value obtained for the energy above the lowest of the compared OMol25 structures with the same formula, charge and spin is 27.55 kcal/mol. As for the expectation value of S²: 0.757. The HOMO-LUMO gap (alpha / beta) is 0.49589 / 0.30635 Ha.

***

[4]
Here is 2 unconnected molecules or ions with the total composition C3H8NO2P in a non-equilibrium geometry from the Open Molecules 2025 dataset. Energies are from ωB97M-V with the def2-TZVPD basis set.

Structure (ORCA input):
```
! wB97M-V def2-TZVPD RIJCOSX def2/J DEFGRID3
* xyz 0 1
C -1.1244 -0.9619 0.8317
C -1.5904 0.1127 -0.1783
C -0.4886 0.6235 -0.9070
N 2.2416 -0.1590 -0.1617
O 1.9881 -1.3362 -0.0008
O 2.9667 0.3185 -1.0413
P 1.5630 0.9469 1.0566
H -0.5516 -1.6116 0.2886
H -0.4486 -0.5478 1.6317
H -1.9347 -1.4010 1.2070
H -2.1308 -0.4459 -0.9033
H -2.2933 0.7606 0.3188
H 0.0157 -0.2222 -1.5280
H -0.4622 1.7531 -0.9721
H 2.2494 2.1703 0.3580
*
```

The calculation puts the HOMO energy (alpha / beta) at -8.665 / -8.893 eV. The value obtained for the molar mass is 121.076 g/mol. The LUMO energy (alpha / beta) comes out at -0.057 / -0.029 Ha. The value obtained for the energy above the lowest of the compared OMol25 structures with the same formula, charge and spin is 166.66 kcal/mol. The HOMO-LUMO gap (alpha / beta) is 0.26139 / 0.29747 Ha.

***

[5]
Here is a molecular structure, C3H8NO2Rb in a non-equilibrium geometry from the Open Molecules 2025 dataset. Energies are from ωB97M-V with the def2-TZVPD basis set.

Structure (ORCA input):
```
! wB97M-V def2-TZVPD RIJCOSX def2/J DEFGRID3
* xyz 0 1
Rb -1.0090 1.4119 -3.7955
O -2.3523 3.7956 -2.9701
H -2.5217 3.6088 -2.0392
C -0.0629 -0.8781 -0.6697
O -0.7621 -0.0452 -1.2422
N 0.4990 -0.7196 0.5446
C 1.1764 -1.8239 1.2143
C 0.2371 0.4759 1.3284
H 0.1834 -1.8558 -1.1139
H 1.6094 -2.5084 0.4820
H 0.4966 -2.3985 1.8501
H 1.9907 -1.4396 1.8245
H -0.2789 1.2098 0.7172
H -0.3828 0.2509 2.2005
H 1.1770 0.9163 1.6691
*
```

The calculation puts the HOMO energy at -6.123 eV. The value obtained for the molar mass is 175.570 g/mol. The LUMO energy comes out at -0.015 Ha. The value obtained for the energy above the lowest of the compared OMol25 structures with the same formula, charge and spin is 5.38 kcal/mol. The HOMO-LUMO gap is 0.20962 Ha.

***

[6]
Here is 2 unconnected molecules or ions with the total composition C3H8NO2S in a non-equilibrium geometry from the Open Molecules 2025 dataset. Energies are from ωB97M-V with the def2-TZVPD basis set.

Structure (ORCA input):
```
! wB97M-V def2-TZVPD RIJCOSX def2/J DEFGRID3
* xyz -1 1
O -1.5818 -1.2134 1.7614
C -1.1400 -1.6124 0.6930
N -1.0474 -0.5893 -0.2437
C -0.0860 -0.7931 -1.3530
C 1.3284 -0.7559 -1.0114
S 1.7788 1.0387 -0.3595
H -0.9088 -2.6626 0.5029
H -1.1387 0.3812 -0.0028
H -0.4896 -0.0806 -2.1801
H -0.3029 -1.8203 -1.8858
H 2.0880 -1.1816 -1.6044
H 1.6706 -1.3127 -0.1246
H -0.4908 2.7333 1.4174
H -0.4781 2.1778 0.0897
O -1.1299 2.2435 0.8979
*
```

The calculation puts the HOMO energy at -2.905 eV. The value obtained for the molar mass is 122.169 g/mol. The LUMO energy comes out at 0.144 Ha. The value obtained for the energy above the lowest of the compared OMol25 structures with the same formula, charge and spin is 61.91 kcal/mol. The HOMO-LUMO gap is 0.25049 Ha.

***

[7]
Here is a gas-phase ion, C3H8NO2S (charge +1) in a non-equilibrium geometry from the Open Molecules 2025 dataset. Energies are from ωB97M-V with the def2-TZVPD basis set.

Structure (ORCA input):
```
! wB97M-V def2-TZVPD RIJCOSX def2/J DEFGRID3
* xyz 1 1
C 1.3793 2.0628 1.3182
S -0.0779 1.3501 0.6079
C 0.5933 0.0578 -0.3898
O 1.7852 -0.1744 -0.5087
C -0.6412 -0.7052 -1.1262
N -1.6376 -1.2280 -0.0542
O -0.1640 -1.8720 -1.7262
H 2.3865 1.9567 0.8295
H 1.3547 1.4286 2.2562
H 1.0936 3.0972 1.4288
H -1.2433 -0.0518 -1.7713
H -1.8881 -2.1817 -0.1829
H -1.2554 -1.1233 0.9427
H -2.4592 -0.6202 -0.1133
H 0.7740 -1.9965 -1.5109
*
```

As for the SMILES: CSC(=O)[C@H]([NH3+])O. The calculation puts the HOMO energy at -13.943 eV. The value obtained for the molar mass is 122.169 g/mol. The LUMO energy comes out at -0.147 Ha. The value obtained for the energy above the lowest of the compared OMol25 structures with the same formula, charge and spin is 33.65 kcal/mol. The HOMO-LUMO gap is 0.36564 Ha.

***

[8]
Here is a gas-phase ion, C3H8NO2S2 (charge +1) in a non-equilibrium geometry from the Open Molecules 2025 dataset. Energies are from ωB97M-V with the def2-TZVPD basis set.

Structure (ORCA input):
```
! wB97M-V def2-TZVPD RIJCOSX def2/J DEFGRID3
* xyz 1 1
N 0.4530 -1.0793 1.2783
C 0.4517 -1.1044 -0.1920
C -0.5198 -0.0562 -0.6798
S -2.1797 -0.2486 0.0749
C 2.0039 -0.3665 -0.7677
O 2.2091 -0.5736 -2.0789
O 2.1672 0.8938 -0.1542
S 3.1717 -0.3828 0.5595
H 0.1093 -1.8261 1.8860
H -0.1986 -0.3256 1.5023
H 1.4500 -0.8546 1.6260
H 0.2494 -2.0296 -0.6916
H -0.2637 0.9823 -0.4744
H -0.6293 -0.0831 -1.7656
H -2.8817 0.4363 -0.7707
H 2.3140 0.2934 -2.3966
*
```

As for the SMILES: [NH3+][C@@H](CS)[C@@]1(O)OS1. The calculation puts the HOMO energy at -13.320 eV. The value obtained for the molar mass is 154.236 g/mol. The LUMO energy comes out at -0.171 Ha. The value obtained for the energy above the lowest of the compared OMol25 structures with the same formula, charge and spin is 80.98 kcal/mol. The HOMO-LUMO gap is 0.31802 Ha.

***

Question: What is the formula in the seventh record?
Answer: C3H8NO2S